# 1
Below is C46H53AsBClN7O2Tc as an isolated structure in a non-equilibrium geometry, with properties calculated with ωB97M-V/def2-TZVPD.

Results
⟨S²⟩   3.777
2S+1   4
Total charge   +1
Orbital gap (spin up / spin down)   7.0 / 6.1 eV
HOMO level (spin up / spin down)   -10.16 / -10.23 eV
Energy relative to the best compared isomer or geometry (same formula, charge and spin)   27.9 kcal per mole

Atoms and positions in Å:
Tc1 -0.568 0.051 1.450
C1 2.842 1.698 1.103
C2 2.621 0.406 1.825
C3 3.625 -0.265 2.516
C4 3.047 -1.397 3.052
C5 3.671 -2.467 3.888
N1 1.759 -1.404 2.685
N2 1.480 -0.307 1.917
B1 0.651 -2.347 3.170
N3 -0.098 -2.921 1.969
N4 -0.697 -2.116 1.027
C6 -1.152 -2.959 0.069
C7 -1.848 -2.640 -1.212
C8 -0.855 -4.271 0.424
C9 -0.180 -4.210 1.623
C10 0.394 -5.330 2.432
N5 -0.325 -1.545 4.037
N6 -0.843 -0.371 3.577
C11 -1.604 0.122 4.575
C12 -2.314 1.435 4.577
C13 -1.567 -0.750 5.657
C14 -0.745 -1.796 5.281
C15 -0.349 -3.011 6.055
H1 3.528 2.307 1.696
H2 1.931 2.255 0.940
H3 3.315 1.520 0.137
H4 4.652 0.053 2.625
H5 4.738 -2.272 3.980
H6 3.538 -3.451 3.436
H7 3.240 -2.500 4.890
H8 1.134 -3.230 3.812
H9 -1.575 -1.679 -1.621
H10 -2.931 -2.680 -1.092
H11 -1.567 -3.402 -1.938
H12 -1.088 -5.153 -0.155
H13 0.165 -6.274 1.944
H14 -0.024 -5.354 3.440
H15 1.478 -5.245 2.527
H16 -1.684 2.240 4.203
H17 -2.588 1.675 5.602
H18 -3.234 1.407 3.995
H19 -2.062 -0.618 6.607
H20 -0.757 -2.944 7.062
H21 0.734 -3.112 6.127
H22 -0.740 -3.918 5.590
Cl1 -2.937 7.032 2.277
C16 -2.133 5.500 2.184
C17 -0.754 5.419 2.466
C18 -0.082 4.226 2.399
C19 -0.755 3.044 2.034
O1 -0.071 1.936 1.929
C20 -2.142 3.132 1.785
C21 -2.912 1.969 1.591
O2 -2.498 0.794 1.557
C22 -2.819 4.372 1.860
H23 -0.225 6.325 2.737
H24 0.979 4.166 2.611
H25 -3.994 2.095 1.487
H26 -3.886 4.415 1.668
C23 1.851 5.085 -5.425
C24 1.657 3.987 -4.411
C25 2.158 2.711 -4.621
C26 1.967 1.674 -3.712
C27 2.683 0.371 -4.000
C28 1.187 1.915 -2.565
As1 0.862 0.457 -1.272
N7 -0.893 0.433 -0.596
C29 -2.125 0.753 -1.204
C30 -2.227 1.670 -2.261
C31 -3.449 1.990 -2.830
C32 -4.617 1.392 -2.380
C33 -4.538 0.453 -1.356
C34 -3.321 0.139 -0.784
C35 0.797 -1.210 -2.325
C36 1.516 -2.288 -1.781
C37 2.431 -2.193 -0.578
C38 1.419 -3.541 -2.385
C39 0.663 -3.756 -3.526
C40 0.583 -5.114 -4.172
C41 0.002 -2.665 -4.075
C42 0.044 -1.401 -3.500
C43 -0.740 -0.325 -4.211
C44 0.799 3.232 -2.270
C45 0.214 3.617 -0.940
C46 1.016 4.235 -3.205
H27 2.460 4.749 -6.264
H28 2.338 5.954 -4.976
H29 0.889 5.419 -5.819
H30 2.752 2.515 -5.510
H31 3.624 0.587 -4.507
H32 2.102 -0.288 -4.648
H33 2.921 -0.188 -3.099
H34 -1.341 2.145 -2.646
H35 -3.479 2.709 -3.639
H36 -5.572 1.639 -2.828
H37 -5.432 -0.050 -1.007
H38 -3.286 -0.615 -0.013
H39 2.813 -1.189 -0.414
H40 3.286 -2.856 -0.718
H41 1.915 -2.505 0.335
H42 1.977 -4.368 -1.953
H43 1.007 -5.885 -3.529
H44 1.129 -5.129 -5.118
H45 -0.453 -5.381 -4.393
H46 -0.572 -2.794 -4.989
H47 -0.611 -0.428 -5.290
H48 -0.429 0.677 -3.937
H49 -1.808 -0.419 -4.003
H50 0.412 2.856 -0.195
H51 -0.866 3.772 -0.985
H52 0.665 4.549 -0.594
H53 0.703 5.249 -2.965

=====

# 2
Below is a 6-piece molecular cluster, C46H54F3N6O4 overall in a non-equilibrium geometry, with properties calculated with ωB97M-V/def2-TZVPD.

Results
2S+1   1
Total charge   +1
Orbital gap   5.9 eV
HOMO level   -10.49 eV

Atoms and positions in Å:
C1 6.926 -6.112 -2.128
C2 5.492 -6.409 -1.730
C3 5.147 -6.199 -0.106
N1 3.703 -5.983 0.109
C4 3.286 -4.598 -0.399
C5 4.092 -3.376 -1.107
C6 3.460 -3.181 -2.633
O1 4.198 -3.436 -3.718
N2 1.810 -4.459 -0.190
C7 1.492 -5.809 0.408
N3 0.170 -6.004 0.662
C8 -0.827 -4.856 0.385
C9 -1.228 -4.751 -1.230
C10 -0.852 -3.250 -1.854
C11 -1.624 -2.015 -1.101
N4 -0.753 -1.164 -0.204
C12 0.411 -0.532 -0.937
C13 -1.651 0.033 0.166
C14 -1.832 1.275 -0.938
O2 -2.296 0.075 1.352
C15 -0.481 -7.245 1.194
O3 -0.701 -7.221 2.679
N5 -0.045 -6.192 3.241
O4 -0.728 -5.689 4.141
N6 2.646 -6.759 0.638
C16 2.753 -8.122 1.205
F1 2.061 -8.336 2.534
F2 2.261 -9.091 0.153
F3 4.117 -8.647 1.521
H1 7.801 -5.987 -1.332
H2 7.254 -5.922 -3.256
H3 4.719 -6.795 -2.520
H4 5.730 -5.197 0.185
H5 5.703 -7.047 0.446
H6 5.270 -3.545 -1.160
H7 3.845 -2.366 -0.532
H8 2.344 -2.832 -2.750
H9 -0.502 -3.836 0.854
H10 -1.868 -5.114 0.914
H11 -0.704 -5.625 -1.808
H12 -2.403 -4.917 -1.355
H13 -1.271 -3.275 -2.969
H14 0.309 -3.131 -1.946
H15 -2.180 -1.380 -1.921
H16 -2.442 -2.518 -0.394
H17 0.203 -0.349 -2.080
H18 0.776 0.434 -0.366
H19 1.307 -1.317 -0.878
H20 -2.795 1.916 -0.749
H21 -0.865 1.955 -0.887
H22 -1.824 0.774 -2.012
H23 -0.011 -8.264 0.889
H24 -1.591 -7.270 0.749
C17 -6.401 -1.423 -2.722
C18 -5.925 -2.493 -1.965
C19 -5.514 -2.288 -0.648
C20 -5.588 -1.014 -0.085
C21 -6.068 0.055 -0.841
C22 -6.471 -0.148 -2.161
H25 -6.719 -1.583 -3.749
H26 -5.874 -3.488 -2.401
H27 -5.137 -3.120 -0.060
H28 -5.272 -0.855 0.943
H29 -6.127 1.048 -0.402
H30 -6.839 0.686 -2.751
C23 -1.081 1.141 4.856
C24 -0.472 1.326 6.097
C25 0.467 0.403 6.558
C26 0.804 -0.700 5.773
C27 0.196 -0.883 4.531
C28 -0.749 0.034 4.074
H31 -1.815 1.858 4.499
H32 -0.729 2.189 6.705
H33 0.937 0.544 7.527
H34 1.539 -1.417 6.130
H35 0.460 -1.743 3.919
H36 -1.226 -0.112 3.109
C29 -1.772 4.857 2.432
C30 -2.652 3.800 2.203
C31 -4.018 3.968 2.425
C32 -4.506 5.198 2.867
C33 -3.627 6.257 3.093
C34 -2.259 6.086 2.880
H37 -0.707 4.725 2.262
H38 -2.272 2.844 1.852
H39 -4.703 3.142 2.253
H40 -5.572 5.331 3.036
H41 -4.008 7.216 3.436
H42 -1.574 6.909 3.061
C35 0.046 6.752 -2.080
C36 -0.885 6.333 -1.130
C37 -1.674 5.209 -1.373
C38 -1.524 4.497 -2.564
C39 -0.590 4.913 -3.512
C40 0.192 6.043 -3.273
H43 0.657 7.630 -1.891
H44 -0.997 6.884 -0.200
H45 -2.404 4.887 -0.636
H46 -2.134 3.618 -2.751
H47 -0.472 4.357 -4.439
H48 0.916 6.370 -4.014
C41 4.707 9.990 -2.158
C42 4.219 9.242 -1.088
C43 3.868 7.905 -1.272
C44 4.015 7.312 -2.527
C45 4.507 8.059 -3.597
C46 4.849 9.399 -3.414
H49 4.977 11.033 -2.015
H50 4.111 9.702 -0.108
H51 3.481 7.324 -0.439
H52 3.746 6.269 -2.670
H53 4.623 7.597 -4.574
H54 5.227 9.982 -4.249